# 1
C2H10N4 | the ωB97M-V functional and the def2-TZVPD basis

```
! wB97M-V def2-TZVPD RIJCOSX def2/J DEFGRID3
* xyz 0 1
C -1.095 0.412 -0.751
C -1.776 -0.279 1.293
N 1.934 1.357 -0.042
N 3.045 -0.291 -0.766
N -0.601 -0.123 0.584
N 1.923 0.141 -0.557
H -1.723 -0.376 -1.260
H -1.695 1.179 -0.335
H -0.241 0.715 -1.451
H -1.718 -0.761 2.265
H -2.103 0.776 1.484
H -2.768 -0.604 0.839
H 2.913 1.589 0.064
H 1.073 1.628 0.381
H -0.143 -1.237 0.438
H 3.221 -1.292 -1.115
*
```

The value obtained for the LUMO energy is 1.1 eV. Its structure (SMILES) is [H]/N=N/N.CNC. The value obtained for the gap between HOMO and LUMO is 9.99 eV. For the energy relative to the best compared isomer or geometry (same formula, charge and spin), the calculation gives 95.78 kcal per mole. The highest occupied orbital energy comes out at -8.9 eV.

=====

# 2
C2H10N4 | the ωB97M-V functional and the def2-TZVPD basis

```
! wB97M-V def2-TZVPD RIJCOSX def2/J DEFGRID3
* xyz 0 1
C 0.265 -0.068 -0.576
C 0.089 0.311 1.230
N -0.931 -0.723 -0.898
N 1.415 -0.899 -0.748
N 0.414 1.231 -1.192
N -1.365 0.187 1.460
H 0.420 1.129 -2.205
H -0.376 1.821 -0.955
H -0.846 -1.716 -0.701
H -1.658 -0.384 -0.169
H 2.261 -0.359 -0.615
H 1.431 -1.321 -1.671
H -1.549 -0.747 1.817
H -0.775 0.661 2.377
H 0.457 1.330 1.209
H 0.750 -0.454 1.636
*
```

The value obtained for the LUMO energy is 1.0 eV. Its structure (SMILES) is NCC(N)(N)N. The value obtained for the gap between HOMO and LUMO is 9.35 eV. For the energy relative to the best compared isomer or geometry (same formula, charge and spin), the calculation gives 64.74 kcal per mole. The highest occupied orbital energy comes out at -8.4 eV.

=====

# 3
C2H10N4 | the ωB97M-V functional and the def2-TZVPD basis

```
! wB97M-V def2-TZVPD RIJCOSX def2/J DEFGRID3
* xyz 0 1
C -0.825 0.242 -0.235
C 0.624 -1.814 0.125
N 0.442 -0.349 0.203
N 1.416 0.434 0.869
N -1.262 1.191 0.737
N -0.620 0.937 -1.456
H -1.596 -0.523 -0.358
H 2.318 -0.047 0.832
H 1.498 1.332 0.387
H -0.205 0.478 -2.260
H -2.242 1.420 0.863
H -0.682 1.316 1.562
H -0.890 1.905 -1.582
H 1.432 -2.026 -0.580
H 0.883 -2.199 1.115
H -0.292 -2.298 -0.222
*
```

The value obtained for the LUMO energy is 1.1 eV. Its structure (SMILES) is CN(N)C(N)N. The value obtained for the gap between HOMO and LUMO is 8.05 eV. For the energy relative to the best compared isomer or geometry (same formula, charge and spin), the calculation gives 53.98 kcal per mole. The highest occupied orbital energy comes out at -6.9 eV.

=====

# 4
C2H10N4 | the ωB97M-V functional and the def2-TZVPD basis

```
! wB97M-V def2-TZVPD RIJCOSX def2/J DEFGRID3
* xyz 0 1
N -1.513 1.515 -1.811
C -0.896 0.231 -2.077
N -0.285 -0.019 -3.387
H -0.867 2.281 -1.953
H -2.372 1.679 -2.311
H -0.116 0.080 -1.308
H -1.711 -0.536 -2.106
H -0.669 0.254 -4.279
H 0.674 0.368 -3.342
N 0.737 0.129 2.834
C 0.922 -1.278 3.061
N 1.794 -1.628 3.888
H 1.065 0.614 3.672
H 1.285 0.511 2.053
H 0.044 -1.757 2.606
H 1.910 -2.446 4.459
*
```

The value obtained for the LUMO energy is 1.0 eV. Its structure (SMILES) is [H]/N=C/N.NCN. The value obtained for the gap between HOMO and LUMO is 9.89 eV. For the energy relative to the best compared isomer or geometry (same formula, charge and spin), the calculation gives 40.98 kcal per mole. The highest occupied orbital energy comes out at -8.9 eV.

=====

# 5
C2H10N4P | the ωB97M-V functional and the def2-TZVPD basis

```
! wB97M-V def2-TZVPD RIJCOSX def2/J DEFGRID3
* xyz 1 1
C -1.515 -1.522 -0.900
C 2.899 0.569 -0.293
N 1.481 0.867 -0.099
N -2.692 -0.961 -0.615
N -2.005 0.437 1.601
N -0.650 -0.710 -0.334
P -1.936 0.495 -0.090
H -1.265 -2.227 -1.571
H 3.188 0.174 -1.259
H 3.332 -0.146 0.483
H 3.510 1.561 -0.206
H -3.704 -1.401 -0.624
H -1.799 1.151 2.215
H -1.893 -0.499 1.984
H 1.328 1.723 -0.690
H 0.372 -0.584 -0.430
H 1.349 1.072 0.827
*
```

The value obtained for the LUMO energy is -3.7 eV. The value obtained for the gap between HOMO and LUMO is 9.70 eV. For the energy relative to the best compared isomer or geometry (same formula, charge and spin), the calculation gives 34.83 kcal per mole. The highest occupied orbital energy comes out at -13.4 eV.

=====

# 6
C2H10NO | the ωB97M-V functional and the def2-TZVPD basis

```
! wB97M-V def2-TZVPD RIJCOSX def2/J DEFGRID3
* xyz 1 1
N 0.558 0.179 2.283
H -0.328 0.292 2.743
H 1.334 -0.415 2.573
H 1.017 1.092 2.266
H 0.362 -0.166 1.190
C -0.489 0.425 -0.907
O -0.520 -0.669 0.178
C 0.358 0.055 -2.090
H -0.244 1.302 -0.315
H -1.555 0.446 -1.142
H -1.424 -0.977 0.220
H 0.117 -0.940 -2.463
H 1.405 0.119 -1.774
H 0.127 0.787 -2.868
*
```

The value obtained for the LUMO energy is -3.7 eV. The value obtained for the gap between HOMO and LUMO is 12.17 eV. For the energy relative to the best compared isomer or geometry (same formula, charge and spin), the calculation gives 25.85 kcal per mole. The highest occupied orbital energy comes out at -15.9 eV.

=====

# 7
C2H10NO | the ωB97M-V functional and the def2-TZVPD basis

```
! wB97M-V def2-TZVPD RIJCOSX def2/J DEFGRID3
* xyz 1 1
C 1.785 0.656 -0.153
C 0.570 0.908 0.725
N -0.454 -0.223 0.689
H 2.279 1.630 -0.109
H 1.467 0.319 -1.138
H 2.471 -0.076 0.274
H 0.026 1.811 0.441
H 0.785 1.040 1.791
H -1.157 0.054 1.375
H -0.708 -0.400 -0.289
H -0.008 -1.027 1.137
H -3.001 -1.202 -1.597
H -2.024 -2.214 -1.659
O -2.031 -1.277 -1.489
*
```

The value obtained for the LUMO energy is -3.5 eV. The value obtained for the gap between HOMO and LUMO is 12.74 eV. For the energy relative to the best compared isomer or geometry (same formula, charge and spin), the calculation gives 9.05 kcal per mole. The highest occupied orbital energy comes out at -16.2 eV.

=====

# 8
C2H10NO | the ωB97M-V functional and the def2-TZVPD basis

```
! wB97M-V def2-TZVPD RIJCOSX def2/J DEFGRID3
* xyz 1 1
C 1.882 -0.679 -1.111
C 1.486 -0.224 0.285
N 0.194 -0.788 0.747
H 2.962 -0.760 -1.275
H 1.483 -1.667 -1.331
H 1.526 0.039 -1.845
H 2.268 -0.203 1.051
H 1.355 0.849 0.243
H -0.679 -0.402 0.375
H 0.105 -0.743 1.768
H 0.170 -1.784 0.528
H -3.097 1.969 0.799
H -3.250 1.983 -0.760
O -2.997 1.445 0.001
*
```

The value obtained for the LUMO energy is -3.7 eV. The value obtained for the gap between HOMO and LUMO is 11.40 eV. For the energy relative to the best compared isomer or geometry (same formula, charge and spin), the calculation gives 16.26 kcal per mole. The highest occupied orbital energy comes out at -15.1 eV.

=====

# 9
C2H10NO2S | the ωB97M-V functional and the def2-TZVPD basis

```
! wB97M-V def2-TZVPD RIJCOSX def2/J DEFGRID3
* xyz -1 1
C -0.689 0.614 1.397
C -0.396 -0.861 1.058
S 0.360 -1.053 -0.598
N -1.461 1.299 0.299
H 0.278 1.109 1.515
H -1.254 0.661 2.330
H -1.327 -1.391 1.289
H 0.349 -1.286 1.740
H -2.005 0.519 -0.063
H -0.706 1.498 -0.343
H -2.393 3.524 0.733
H -2.910 4.590 -0.276
O -2.520 4.454 0.591
H 3.613 -3.755 -2.587
H 4.994 -3.691 -2.139
O 4.126 -3.538 -1.797
*
```

The value obtained for the LUMO energy is 3.1 eV. The value obtained for the gap between HOMO and LUMO is 5.54 eV. For the energy relative to the best compared isomer or geometry (same formula, charge and spin), the calculation gives 19.50 kcal per mole. The highest occupied orbital energy comes out at -2.4 eV.

=====

# 10
C2H10NO2S | the ωB97M-V functional and the def2-TZVPD basis

```
! wB97M-V def2-TZVPD RIJCOSX def2/J DEFGRID3
* xyz -1 1
C -0.246 -0.788 0.062
C 0.386 -1.952 0.838
S 1.219 -1.404 2.370
N -1.112 0.075 0.894
H 0.562 -0.126 -0.270
H -0.839 -1.161 -0.764
H -0.394 -2.670 1.067
H 1.146 -2.404 0.192
H -1.885 -0.503 1.214
H -0.564 0.127 1.770
H 0.879 1.231 -4.433
H -0.265 1.965 -5.122
O 0.689 1.849 -5.153
H -1.466 1.747 0.127
H -1.081 3.213 -0.157
O -1.846 2.636 -0.085
*
```

The value obtained for the LUMO energy is 3.0 eV. The value obtained for the gap between HOMO and LUMO is 5.73 eV. For the energy relative to the best compared isomer or geometry (same formula, charge and spin), the calculation gives 4.82 kcal per mole. The highest occupied orbital energy comes out at -2.8 eV.